The following is a quantum chemistry calculation of a cluster of 2 separate species, C3H7ClO in total, from the OMol25 dataset.

```
! RIJCOSX wB97M-V def2-TZVPD def2/J DEFGRID3
* xyz 0 1
C -0.365 -1.075 -0.855
C 0.243 0.430 -0.728
C 0.366 0.779 0.805
H -1.442 -0.936 -0.798
H -0.072 -1.699 0.196
H 0.139 -1.694 -1.822
H 1.292 0.391 -1.220
H 0.251 2.029 0.599
H 1.347 0.412 1.276
H -0.450 -0.353 2.827
O -0.862 0.135 1.398
Cl -0.445 1.581 -1.679
*
```

Calculated values
Frontier orbital gap in eV: 9.1
ΔE to the lowest compared entry with this formula, charge and spin in kcal per mole: 120.74
LUMO energy in eV: -1.01



The following is a quantum chemistry calculation of a cluster of 2 separate species, C3H7ClOS in total, from the OMol25 dataset.

```
! RIJCOSX wB97M-V def2-TZVPD def2/J DEFGRID3
* xyz 0 1
C -1.634 0.747 0.391
C -0.974 0.298 -0.817
C 1.589 -0.393 0.064
O 1.285 -0.668 1.379
S 2.063 -1.976 -0.866
Cl 2.548 0.974 -0.261
H -2.681 1.101 0.102
H -1.071 1.628 0.795
H -1.753 0.053 1.215
H -0.480 0.841 -1.600
H -0.983 -0.698 -1.101
H 1.207 0.121 1.962
H 0.884 -2.028 -1.263
*
```

Calculated values
Frontier orbital gap (spin up / spin down) in eV: 8.5 / 8.1
ΔE to the lowest compared entry with this formula, charge and spin in kcal per mole: 97.76
LUMO energy (spin up / spin down) in eV: 0.55 / 0.12



The following is a quantum chemistry calculation of the molecule C3H7ClOS, from the OMol25 dataset.

```
! RIJCOSX wB97M-V def2-TZVPD def2/J DEFGRID3
* xyz 0 1
C -0.556 -0.830 1.336
C 0.322 -0.517 0.094
C -0.140 0.676 -0.574
O -1.053 0.602 -1.547
S 1.587 1.580 -1.431
Cl 0.600 -1.873 -0.933
H -1.639 -0.917 1.103
H -0.413 -1.913 1.711
H -0.257 -0.139 2.100
H 1.231 -0.204 0.445
H -0.526 1.328 0.188
H -0.966 -0.165 -2.140
H 1.809 2.373 -0.353
*
```

Calculated values
Frontier orbital gap in eV: 9.7
ΔE to the lowest compared entry with this formula, charge and spin in kcal per mole: 27.77
SMILES: C[C@@H](Cl)[C@H](O)S
LUMO energy in eV: 0.65



The following is a quantum chemistry calculation of a structure of composition C3H7EuO2, from the OMol25 dataset.

```
! RIJCOSX wB97M-V def2-TZVPD def2/J DEFGRID3
* xyz 1 8
C -0.528 -1.145 -0.110
O 0.629 -1.338 0.750
C 1.708 -0.649 0.468
C 1.958 0.037 -0.686
H -2.903 1.009 0.954
H -0.369 -1.813 -0.976
H -1.456 -1.545 0.315
H 2.384 -0.574 1.324
H 1.492 -0.248 -1.635
H 2.862 0.642 -0.726
Eu -0.466 1.279 -0.675
O -2.368 1.791 0.560
H -2.943 2.555 0.437
*
```

Calculated values
Frontier orbital gap (spin up / spin down) in eV: 7.3 / 7.4
ΔE to the lowest compared entry with this formula, charge and spin in kcal per mole: 42.81
LUMO energy (spin up / spin down) in eV: -4.36 / -4.28



The following is a quantum chemistry calculation of the molecule C3H7F, from the OMol25 dataset.

```
! RIJCOSX wB97M-V def2-TZVPD def2/J DEFGRID3
* xyz 0 1
C 0.916 -0.726 0.275
C 0.311 0.570 -0.050
C -1.121 0.322 -0.094
H 0.615 -1.022 1.278
H 1.954 -0.696 0.348
H 0.759 -1.621 -0.395
H 0.615 1.565 0.443
H -1.342 -0.702 -0.688
H -1.719 1.159 -0.570
H -1.603 0.289 0.904
F 0.616 0.862 -1.452
*
```

Calculated values
Frontier orbital gap in eV: 12.9
ΔE to the lowest compared entry with this formula, charge and spin in kcal per mole: 16.22
SMILES: CC(C)F
LUMO energy in eV: 1.16



The following is a quantum chemistry calculation of a structure of composition C3H7F10N5O21S10Tl, from the OMol25 dataset.

```
! RIJCOSX wB97M-V def2-TZVPD def2/J DEFGRID3
* xyz -2 2
Tl -0.333 -0.668 0.160
C 2.256 2.538 0.841
C 1.711 2.047 2.170
C 1.919 2.976 3.361
O 0.375 1.738 1.783
H 1.585 3.250 0.361
H 2.298 1.675 0.176
H 3.257 2.964 0.913
H 2.282 1.131 2.323
H 1.717 2.585 4.358
H 1.249 3.835 3.335
H 2.971 3.204 3.535
N -1.276 -2.264 -1.989
S -2.164 -3.318 -2.467
O -1.613 -4.249 -3.436
O -3.610 -3.072 -2.646
F -2.157 -4.182 -1.098
S -1.179 -1.455 -3.556
O -2.353 -0.734 -4.023
O -0.199 -1.882 -4.542
F -0.386 -0.170 -2.878
N 0.686 -2.437 2.161
S 0.752 -4.025 2.317
O -0.009 -4.509 3.445
O 1.964 -4.785 1.973
F -0.258 -4.418 1.115
S 2.035 -2.359 3.302
O 3.332 -2.295 2.685
O 2.027 -3.055 4.595
F 1.750 -0.881 3.845
N -2.978 -0.159 0.961
S -3.895 1.068 1.167
O -3.923 1.689 2.493
O -5.138 1.100 0.431
F -2.920 2.091 0.281
S -4.088 -1.270 1.730
O -4.479 -2.324 0.782
O -4.903 -0.850 2.822
F -2.889 -1.951 2.502
N -1.013 4.240 -1.686
S -0.551 2.927 -2.214
O -0.532 2.605 -3.637
O -0.577 1.797 -1.249
F 1.037 3.434 -2.165
S -2.485 4.177 -2.562
O -3.441 3.162 -2.123
O -2.454 4.455 -4.011
F -3.065 5.477 -1.917
N 2.200 -0.770 -1.146
S 3.186 -0.146 -2.208
O 3.227 -0.616 -3.597
O 4.351 0.480 -1.682
F 2.289 1.200 -2.405
S 3.482 -1.874 -0.847
O 4.514 -1.486 0.179
O 3.894 -2.758 -1.912
F 2.521 -2.882 -0.101
*
```

Calculated values
Frontier orbital gap (spin up / spin down) in eV: 2.4 / 3.4
LUMO energy (spin up / spin down) in eV: -2.60 / -2.26



The following is a quantum chemistry calculation of the molecule C3H7F2N, from the OMol25 dataset.

```
! RIJCOSX wB97M-V def2-TZVPD def2/J DEFGRID3
* xyz 0 1
C -1.008 -0.068 0.348
C 0.134 0.839 0.090
C 1.492 0.175 0.082
H -1.821 -1.694 -0.496
H -0.513 -1.189 -1.220
H -0.763 -0.679 1.290
H -1.835 0.578 0.663
H 0.201 1.544 0.930
H 1.706 -0.147 1.110
H 2.217 0.885 -0.299
N -1.334 -0.849 -0.767
F -0.078 1.575 -1.061
F 1.602 -0.971 -0.670
*
```

Calculated values
Frontier orbital gap in eV: 10.3
ΔE to the lowest compared entry with this formula, charge and spin in kcal per mole: 21.76
SMILES: NC[C@H](F)CF
LUMO energy in eV: 0.90



The following is a quantum chemistry calculation of a structure of composition C3H7FN2S, from the OMol25 dataset.

```
! RIJCOSX wB97M-V def2-TZVPD def2/J DEFGRID3
* xyz 0 1
C 0.540 0.875 1.842
C 0.736 0.456 0.436
C -0.438 0.164 -0.445
H -0.405 0.272 2.317
H 1.509 0.875 2.461
H 0.175 2.135 1.859
H 1.253 1.460 0.091
H -1.396 -1.619 -0.953
H 0.728 -1.500 1.577
H -1.407 -1.920 1.345
N -0.560 -1.275 -0.483
N -0.223 -1.942 0.659
F 1.892 -0.495 0.541
S -1.064 1.144 -1.612
*
```

Calculated values
Frontier orbital gap in eV: 8.1
ΔE to the lowest compared entry with this formula, charge and spin in kcal per mole: 145.06
LUMO energy in eV: -0.51



Calculated total energy in order - -17788.79560; -28625.53691; -28628.57224; -26639.42339; -5941.23356; -193877.29018; -10149.09799; -19750.88894 eV